Record 1
Below is C4H9N3O as an isolated structure in a non-equilibrium geometry, with properties calculated with ωB97M-V with the def2-TZVPD basis set.

Cartesian coordinates (Å):
C (0.251, 1.964, -0.299)
C (-0.247, -0.609, -0.032)
C (0.323, 0.509, -0.154)
N (-2.941, 0.229, -0.037)
N (-0.376, -1.877, 0.336)
C (2.734, -0.914, 0.057)
O (-1.819, 0.097, -0.838)
N (2.091, -0.002, -0.521)
H (-3.096, 1.227, 0.115)
H (-2.779, -0.213, 0.869)
H (-0.989, -2.439, -0.244)
H (0.080, -2.309, 1.130)
H (1.131, 2.407, 0.171)
H (-0.689, 2.347, 0.110)
H (0.250, 2.233, -1.358)
H (2.240, -1.720, 0.635)
H (3.838, -0.930, 0.060)

Kohn-Sham gap (alpha / beta): 7.86 / 7.85 eV
ΔE to the lowest compared entry with this formula, charge and spin: 8.0871 eV
E_HOMO (alpha / beta): -7.2281 / -7.2232 eV
Lowest unoccupied orbital energy (alpha / beta): 0.6 / 0.6 eV
Spin multiplicity: 1

=====

Record 2
Below is C54H47N6O9STa as an isolated structure, with properties calculated with ωB97M-V with the def2-TZVPD basis set.

Cartesian coordinates (Å):
Ta (-0.084, 0.628, 0.002)
C (4.336, -3.671, 7.883)
O (4.792, -2.922, 6.760)
C (3.879, -2.447, 5.898)
C (2.503, -2.635, 6.016)
C (1.650, -2.098, 5.061)
C (2.143, -1.365, 3.990)
C (3.523, -1.174, 3.889)
C (4.384, -1.712, 4.820)
C (1.237, -0.760, 2.982)
C (0.479, -1.578, 2.161)
C (0.440, -2.992, 2.276)
C (-0.542, -3.438, 1.440)
C (-1.084, -2.300, 0.782)
N (-0.432, -1.147, 1.192)
C (-2.114, -2.376, -0.153)
C (-2.548, -1.272, -0.846)
C (-3.572, -1.324, -1.846)
C (-3.630, -0.107, -2.421)
C (-2.685, 0.723, -1.742)
C (-2.510, 2.066, -2.035)
C (-3.230, 2.677, -3.182)
C (-2.513, 3.131, -4.292)
C (-3.163, 3.718, -5.355)
C (-4.552, 3.877, -5.331)
O (-5.094, 4.463, -6.412)
C (-6.505, 4.639, -6.447)
C (-5.275, 3.435, -4.225)
C (-4.608, 2.838, -3.164)
C (-1.779, 2.892, -1.201)
N (-1.050, 2.482, -0.088)
C (-0.759, 3.660, 0.602)
C (-0.092, 3.755, 1.797)
C (0.117, 5.099, 2.404)
C (-0.751, 5.593, 3.365)
C (-0.542, 6.839, 3.944)
C (0.556, 7.604, 3.557)
O (0.854, 8.818, 4.052)
C (-0.015, 9.378, 5.030)
C (1.432, 7.111, 2.585)
C (1.213, 5.874, 2.017)
C (0.433, 2.646, 2.456)
C (1.126, 2.727, 3.696)
C (1.558, 1.474, 3.995)
C (1.102, 0.618, 2.957)
N (0.405, 1.341, 1.998)
C (-1.264, 4.783, -0.120)
C (-1.862, 4.317, -1.238)
N (-2.025, 0.015, -0.756)
C (-2.733, -3.701, -0.419)
C (-3.540, -4.308, 0.533)
C (-4.125, -5.544, 0.296)
C (-3.889, -6.197, -0.913)
O (-4.400, -7.393, -1.247)
C (-5.269, -8.038, -0.322)
C (-3.070, -5.594, -1.873)
C (-2.505, -4.362, -1.629)
H (5.228, -3.948, 8.435)
H (3.810, -4.572, 7.563)
H (3.688, -3.066, 8.519)
H (2.088, -3.189, 6.845)
H (0.581, -2.241, 5.168)
H (3.918, -0.602, 3.055)
H (5.455, -1.580, 4.745)
H (1.056, -3.568, 2.948)
H (-0.892, -4.447, 1.295)
H (-4.152, -2.203, -2.071)
H (-4.258, 0.225, -3.230)
H (-1.439, 2.999, -4.327)
H (-2.620, 4.061, -6.225)
H (-6.722, 5.113, -7.399)
H (-6.841, 5.286, -5.634)
H (-7.021, 3.678, -6.393)
H (-6.348, 3.553, -4.178)
H (-5.177, 2.506, -2.303)
H (-1.608, 5.005, 3.670)
H (-1.237, 7.200, 4.687)
H (0.403, 10.347, 5.279)
H (-0.050, 8.755, 5.926)
H (-1.022, 9.510, 4.629)
H (2.273, 7.725, 2.290)
H (1.889, 5.504, 1.253)
H (1.242, 3.633, 4.268)
H (2.099, 1.141, 4.865)
H (-1.178, 5.802, 0.220)
H (-2.380, 4.869, -2.005)
H (-3.736, -3.803, 1.473)
H (-4.762, -5.982, 1.050)
H (-5.571, -8.965, -0.797)
H (-6.151, -7.428, -0.122)
H (-4.750, -8.261, 0.612)
H (-2.901, -6.116, -2.806)
H (-1.878, -3.901, -2.383)
O (1.746, -2.855, -0.724)
C (2.073, -1.612, -0.930)
O (1.878, -0.703, -0.126)
C (2.788, -1.436, -2.251)
O (2.853, -0.111, -2.683)
C (1.887, 0.239, -3.663)
C (0.435, 0.279, -3.208)
O (-0.465, 0.250, -3.994)
O (0.268, 0.392, -1.892)
H (1.343, -3.000, 0.161)
H (2.353, -2.109, -2.995)
H (3.809, -1.793, -2.067)
H (1.959, -0.411, -4.538)
H (2.133, 1.256, -3.973)
C (5.460, 0.649, 0.012)
N (4.169, 1.102, -0.478)
C (3.310, 1.811, 0.223)
N (3.564, 2.125, 1.487)
S (1.862, 2.373, -0.551)
H (5.987, 0.155, -0.799)
H (5.341, -0.059, 0.836)
H (6.071, 1.492, 0.340)
H (3.849, 0.823, -1.398)
H (4.409, 1.841, 1.957)
H (2.900, 2.687, 1.999)

Kohn-Sham gap: 5.69 eV
ΔE to the lowest compared entry with this formula, charge and spin: 0.0518 eV
E_HOMO: -12.0137 eV
Lowest unoccupied orbital energy: -6.3 eV
Charge: +2
Spin multiplicity: 1

=====

Record 3
Below is a 2-piece molecular cluster, C4H10NO2S overall in a non-equilibrium geometry, with properties calculated with ωB97M-V with the def2-TZVPD basis set.

Cartesian coordinates (Å):
C (-1.694, -1.162, 1.470)
N (-0.256, -0.997, 1.057)
C (0.144, -0.038, -0.004)
C (1.676, -0.332, -0.384)
S (2.792, 0.546, 0.819)
C (0.089, 1.491, 0.264)
O (-0.327, 2.323, -0.512)
H (-2.207, -1.410, 0.480)
H (-2.313, -0.401, 1.869)
H (-1.579, -2.071, 2.147)
H (0.390, -0.808, 1.898)
H (-0.412, -0.323, -0.840)
H (1.969, -0.141, -1.487)
H (1.679, -1.418, -0.134)
H (0.426, 1.875, 1.150)
H (0.127, 1.528, -2.228)
H (-0.706, 0.452, -2.761)
O (0.202, 0.888, -2.804)

Kohn-Sham gap: 6.17 eV
ΔE to the lowest compared entry with this formula, charge and spin: 3.4478 eV
E_HOMO: -2.6723 eV
Lowest unoccupied orbital energy: 3.5 eV
Charge: -1
Spin multiplicity: 1